No. 1
Density functional theory data (wB97M-V/def2-TZVPD) for C5H8EuMgO5 as an isolated structure at a distorted geometry.

Cartesian coordinates (Å):
C: -1.606 -0.023 -1.737
O: -1.547 0.162 -2.960
O: -2.175 -0.914 -1.069
Mg: -2.296 -0.363 -4.695
O: -1.297 1.095 -0.779
C: -0.027 1.745 -0.919
C: 1.001 0.691 -0.526
O: 0.550 0.197 0.703
C: 1.303 -0.811 1.389
C: 0.473 -1.158 2.625
O: -0.857 -1.386 2.299
Eu: -1.754 -0.404 0.969
H: 0.045 2.648 -0.302
H: 0.116 2.029 -1.970
H: 2.012 1.116 -0.455
H: 0.838 -0.162 -1.378
H: 2.296 -0.413 1.643
H: 1.406 -1.679 0.718
H: 0.578 -0.326 3.351
H: 0.944 -2.044 3.092

Cartesian forces, eV/Å:
-1.58 2.12 -0.04
0.89 -0.02 1.96
0.32 -0.92 -2.18
-0.20 -0.15 -0.60
-0.25 -0.86 -1.77
1.19 0.12 -0.89
-0.69 -0.85 -2.48
-0.87 -0.06 0.80
0.45 -0.61 0.08
2.31 0.04 1.07
1.32 -1.51 1.62
-2.50 1.97 0.55
-0.54 -0.32 0.04
-0.02 0.05 0.32
-0.17 -0.48 -0.26
1.19 1.62 1.90
-0.28 -0.23 0.05
0.07 0.17 0.16
-0.27 -0.39 -0.22
-0.38 0.31 -0.11

Multiplicity: 8
HOMO level (alpha / beta) (Eh): -0.513 / -0.663
E_LUMO (alpha / beta) (eV): -8.7617 / -7.4039
Maximum force (eV/Å): 3.23
Expectation value of S²: 15.78
Net charge: +2
Energy (a.u.): -1481.3479
Frontier orbital gap (alpha / beta) (eV): 5.186 / 10.636

Formally, the Löwdin partial charges of the atoms, in units of the elementary charge, are as follows:
1 C -0.615
2 O -0.145
3 O -0.090
4 Mg 1.023
5 O -0.183
6 C -0.121
7 C -0.147
8 O -0.282
9 C -0.137
10 C -0.248
11 O -0.355
12 Eu 2.050
13 H 0.155
14 H 0.149
15 H 0.162
16 H 0.188
17 H 0.156
18 H 0.147
19 H 0.142
20 H 0.151


No. 2
Density functional theory data (wB97M-V/def2-TZVPD) for C8H5N3 in the gas phase at a distorted geometry.

Cartesian coordinates (Å):
N: 2.040 -3.028 0.466
C: 1.535 -2.032 0.397
C: 0.724 -0.896 0.352
C: 0.847 0.299 -0.216
C: 1.929 1.052 -0.591
N: 2.889 1.583 -0.952
C: -0.430 1.059 -0.470
C: -0.592 2.126 0.529
N: -0.494 2.991 1.269
C: -1.492 -0.022 -0.276
C: -0.821 -1.172 0.462
H: -0.376 1.499 -1.461
H: -1.775 -0.288 -1.350
H: -2.310 0.338 0.324
H: -0.887 -2.214 0.014
H: -0.788 -1.295 1.504

Cartesian forces, eV/Å:
2.03 -3.74 0.17
-0.89 3.35 0.43
-2.47 0.72 -2.24
-0.61 0.34 0.65
3.69 0.44 -0.76
-0.66 0.04 0.18
-0.63 -0.38 1.29
0.88 -0.11 -0.80
-0.35 0.49 0.63
-0.37 -0.64 -1.35
2.91 -2.02 -1.77
-0.30 0.09 -0.11
-0.17 -0.18 1.77
-0.64 0.18 -0.33
-0.70 1.30 0.48
-1.72 0.13 1.75

Multiplicity: 1
HOMO level (Eh): -0.396
E_LUMO (eV): -1.1307
SMILES: N#CC1=C(C#N)[C@H](C#N)CC1
Maximum force (eV/Å): 4.26
Net charge: 0
Energy (a.u.): -472.0281
Frontier orbital gap (eV): 9.646
Relative energy (zero: lowest compared OMol25 entry of this formula, charge and spin) (eV): 0.0000

Formally, the Löwdin partial charges of the atoms, in units of the elementary charge, are as follows:
1 N 0.203
2 C -0.176
3 C -0.124
4 C -0.189
5 C -0.171
6 N 0.211
7 C -0.243
8 C -0.172
9 N 0.184
10 C -0.113
11 C -0.085
12 H 0.158
13 H 0.153
14 H 0.113
15 H 0.144
16 H 0.106


No. 3
Density functional theory data (wB97M-V/def2-TZVPD) for a 2-piece molecular cluster, C2H8NO overall at a distorted geometry.

Cartesian coordinates (Å):
O: 1.971 1.487 -0.348
H: 2.714 1.577 -0.951
H: 2.153 2.122 0.345
H: -2.278 -0.772 1.550
C: -1.667 -1.314 0.821
C: -0.410 -0.649 0.371
N: -0.291 0.119 -0.729
H: -2.256 -1.678 -0.043
H: -1.340 -2.215 1.367
H: 0.482 -1.123 0.773
H: -1.129 0.481 -1.149
H: 0.539 0.565 -1.084

Cartesian forces, eV/Å:
0.64 0.18 -0.22
0.14 -0.01 -0.04
-0.10 0.13 0.26
-0.22 0.27 -0.37
0.37 -0.70 -0.29
0.77 -1.02 1.84
-1.12 0.64 -1.88
-0.18 0.29 0.40
-0.25 0.19 -0.18
0.15 0.44 -0.36
-0.13 -0.07 0.07
-0.06 -0.34 0.80

Multiplicity: 2
HOMO level (alpha / beta) (Eh): -0.187 / -0.370
E_LUMO (alpha / beta) (eV): 0.6671 / 0.6540
Maximum force (eV/Å): 2.28
Expectation value of S²: 0.75
Net charge: 0
Energy (a.u.): -210.9187
Frontier orbital gap (alpha / beta) (eV): 5.758 / 10.725
Relative energy (zero: lowest compared OMol25 entry of this formula, charge and spin) (eV): 0.3133

Formally, the Löwdin partial charges of the atoms, in units of the elementary charge, are as follows:
1 O -0.047
2 H 0.053
3 H 0.053
4 H 0.055
5 C -0.150
6 C -0.309
7 N 0.015
8 H 0.068
9 H 0.062
10 H 0.078
11 H 0.081
12 H 0.039


No. 4
Density functional theory data (wB97M-V/def2-TZVPD) for a 2-piece molecular cluster, CH7N4O overall at a distorted geometry.

Cartesian coordinates (Å):
C: 1.378 -0.515 0.021
N: -1.971 -0.270 0.091
N: 0.549 -1.467 0.098
N: 2.277 0.189 0.152
N: -1.215 1.023 -0.157
O: 2.996 1.049 -0.490
H: -2.681 -0.473 0.787
H: 0.843 -2.466 -0.173
H: -2.621 -0.455 -0.683
H: -1.773 1.700 -0.612
H: -0.891 1.467 0.736
H: -0.470 -1.276 0.115
H: 3.581 1.494 0.113

Cartesian forces, eV/Å:
-1.35 -1.78 -0.38
0.30 -0.30 -1.44
0.38 -2.72 -0.82
1.46 1.26 1.35
0.11 -1.69 2.07
-0.03 0.47 -1.91
0.43 1.58 1.47
-0.37 2.17 0.61
1.13 0.46 -0.65
-1.02 0.66 -0.50
-0.77 -0.93 -0.83
-0.82 0.56 0.10
0.55 0.25 0.94

Multiplicity: 1
HOMO level (Eh): -0.501
E_LUMO (eV): -3.7261
Maximum force (eV/Å): 2.87
Net charge: +1
Energy (a.u.): -336.1541
Frontier orbital gap (eV): 9.901
Relative energy (zero: lowest compared OMol25 entry of this formula, charge and spin) (eV): 2.8242

Formally, the Löwdin partial charges of the atoms, in units of the elementary charge, are as follows:
1 C -0.102
2 N -0.086
3 N 0.213
4 N 0.100
5 N -0.015
6 O 0.141
7 H 0.086
8 H 0.202
9 H 0.096
10 H 0.052
11 H 0.099
12 H 0.068
13 H 0.144


Question: Number 3 is which compound?
Answer: C2H8NO


Copy entry 1 word for word.
Density functional theory data (wB97M-V/def2-TZVPD) for C5H8EuMgO5 as an isolated structure at a distorted geometry.

Cartesian coordinates (Å):
C: -1.606 -0.023 -1.737
O: -1.547 0.162 -2.960
O: -2.175 -0.914 -1.069
Mg: -2.296 -0.363 -4.695
O: -1.297 1.095 -0.779
C: -0.027 1.745 -0.919
C: 1.001 0.691 -0.526
O: 0.550 0.197 0.703
C: 1.303 -0.811 1.389
C: 0.473 -1.158 2.625
O: -0.857 -1.386 2.299
Eu: -1.754 -0.404 0.969
H: 0.045 2.648 -0.302
H: 0.116 2.029 -1.970
H: 2.012 1.116 -0.455
H: 0.838 -0.162 -1.378
H: 2.296 -0.413 1.643
H: 1.406 -1.679 0.718
H: 0.578 -0.326 3.351
H: 0.944 -2.044 3.092

Cartesian forces, eV/Å:
-1.58 2.12 -0.04
0.89 -0.02 1.96
0.32 -0.92 -2.18
-0.20 -0.15 -0.60
-0.25 -0.86 -1.77
1.19 0.12 -0.89
-0.69 -0.85 -2.48
-0.87 -0.06 0.80
0.45 -0.61 0.08
2.31 0.04 1.07
1.32 -1.51 1.62
-2.50 1.97 0.55
-0.54 -0.32 0.04
-0.02 0.05 0.32
-0.17 -0.48 -0.26
1.19 1.62 1.90
-0.28 -0.23 0.05
0.07 0.17 0.16
-0.27 -0.39 -0.22
-0.38 0.31 -0.11

Multiplicity: 8
HOMO level (alpha / beta) (Eh): -0.513 / -0.663
E_LUMO (alpha / beta) (eV): -8.7617 / -7.4039
Maximum force (eV/Å): 3.23
Expectation value of S²: 15.78
Net charge: +2
Energy (a.u.): -1481.3479
Frontier orbital gap (alpha / beta) (eV): 5.186 / 10.636

Formally, the Löwdin partial charges of the atoms, in units of the elementary charge, are as follows:
1 C -0.615
2 O -0.145
3 O -0.090
4 Mg 1.023
5 O -0.183
6 C -0.121
7 C -0.147
8 O -0.282
9 C -0.137
10 C -0.248
11 O -0.355
12 Eu 2.050
13 H 0.155
14 H 0.149
15 H 0.162
16 H 0.188
17 H 0.156
18 H 0.147
19 H 0.142
20 H 0.151


Question: Which of these has the highest net charge?
Answer: C5H8EuMgO5


Question: energy of number 4 (CH7N4O)?
Answer: -336.1541 a.u.